1.
Computed, not measured: a molecular structure, C45H39BN5O8S2Sb2Y in a non-equilibrium geometry, with wB97M-V/def2-TZVPD.

Each line ends with the Mulliken charge.
Cartesian coordinates (Å):
Y -1.40 -0.73 0.88  -1.5756
C 0.88 2.00 1.98  -1.0722
C 1.86 0.91 2.45  -0.6598
C 1.51 -0.54 2.09  -0.7470
Sb 2.27 -1.64 0.24  1.1897
C 2.63 -1.12 -1.86  1.3658
C 2.41 -0.04 -2.70  -0.5390
C 2.77 -0.10 -4.04  -0.8222
C 3.37 -1.23 -4.56  -0.6009
C 3.61 -2.32 -3.73  -0.6865
C 3.23 -2.26 -2.40  -1.0129
C 4.28 -0.91 0.60  0.3665
C 4.64 0.41 0.37  -0.4969
C 5.96 0.83 0.51  -0.8421
C 6.94 -0.08 0.87  -0.6161
C 6.59 -1.41 1.10  -0.6834
C 5.27 -1.81 0.97  -0.7611
Sb 0.92 1.94 -0.18  0.2533
C -0.68 3.04 -1.06  0.9955
C -0.81 4.42 -1.06  -0.3768
C -1.84 5.03 -1.76  -0.7930
C -2.77 4.26 -2.45  -0.5600
C -2.64 2.88 -2.46  -0.6814
C -1.58 2.27 -1.79  -0.3190
C 2.42 3.45 -0.39  1.0288
C 3.44 3.30 -1.33  -0.3579
C 4.39 4.29 -1.51  -0.6432
C 4.34 5.45 -0.76  -0.6080
C 3.33 5.62 0.18  -0.8625
C 2.39 4.62 0.37  -0.7582
H 1.24 2.97 2.31  0.9092
H -0.12 1.85 2.37  0.0672
H 1.93 0.98 3.54  0.5600
H 2.87 1.14 2.08  0.0996
H 0.45 -0.72 2.35  0.7612
H 2.06 -1.24 2.72  0.6258
H 1.94 0.86 -2.35  0.3470
H 2.59 0.76 -4.68  0.4503
H 3.64 -1.28 -5.61  0.3842
H 4.08 -3.21 -4.12  0.4146
H 3.42 -3.13 -1.77  0.3696
H 3.90 1.14 0.05  0.7527
H 6.21 1.86 0.32  0.5131
H 7.97 0.23 0.97  0.3856
H 7.35 -2.12 1.38  0.4149
H 5.02 -2.85 1.15  0.2558
H -0.10 5.05 -0.52  0.2578
H -1.93 6.11 -1.76  0.4032
H -3.59 4.73 -2.97  0.3810
H -3.36 2.26 -2.99  0.4488
H -1.48 1.19 -1.85  0.1797
H 3.49 2.41 -1.94  0.2718
H 5.18 4.15 -2.24  0.4617
H 5.07 6.23 -0.91  0.3835
H 3.28 6.52 0.77  0.4201
H 1.62 4.76 1.12  0.3863
N -3.29 -2.75 4.26  0.1769
C -2.72 -1.66 3.75  -0.7599
N -1.58 -1.99 3.16  -0.1117
C -1.51 -3.35 3.36  0.2170
N -2.54 -3.84 4.02  -0.8159
C -0.42 -4.22 2.92  0.5346
C -0.68 -5.56 2.63  -0.2747
N 0.28 -6.39 2.25  -0.6511
C 1.51 -5.87 2.17  -0.4572
C 1.76 -4.54 2.46  -0.1064
N 0.80 -3.71 2.83  -0.2048
H -4.18 -2.83 4.73  0.2036
H -3.14 -0.67 3.80  0.7381
H -1.68 -5.95 2.70  0.5070
H 2.30 -6.54 1.86  0.4130
H 2.77 -4.14 2.39  0.4685
O 0.25 -3.54 -1.66  -0.5408
S -0.77 -2.71 -1.09  1.1026
O -1.02 -2.93 0.35  0.2853
O -0.54 -1.24 -1.20  0.2504
C -2.27 -3.14 -1.97  -0.6732
C -2.09 -3.96 -3.07  -0.5520
C -3.17 -4.41 -3.80  -0.7352
C -4.45 -4.06 -3.43  -0.5806
C -4.65 -3.22 -2.34  -0.7083
C -3.57 -2.76 -1.60  -0.6700
S -3.95 -1.57 -0.33  1.6393
O -5.35 -1.30 -0.42  -0.6405
O -3.05 -0.43 -0.68  -0.3464
O -3.46 -2.07 0.96  -0.4630
H -1.08 -4.24 -3.34  0.6296
H -3.01 -5.05 -4.66  0.4075
H -5.31 -4.42 -3.99  0.4114
H -5.64 -2.90 -2.05  0.6087
O -3.89 0.76 2.14  -0.2825
B -2.57 1.09 1.71  1.8773
O -2.61 2.41 1.23  0.2564
C -3.91 2.83 1.29  0.9068
C -4.44 4.04 0.89  -1.0837
C -5.81 4.19 1.05  -0.6578
C -6.60 3.18 1.59  -0.5876
C -6.05 1.97 2.00  -1.1274
C -4.69 1.83 1.84  0.5461
H -3.82 4.81 0.46  0.5238
H -6.28 5.12 0.74  0.4231
H -7.67 3.34 1.70  0.3975
H -6.65 1.18 2.42  0.4775

Calculated values
Largest force on an atom (eV/Å): 3.04
HOMO energy (eV): -7.854
ΔE to the lowest compared entry with this formula, charge and spin (eV): 3.168
Frontier orbital gap (hartree): 0.2954
Lowest unoccupied orbital energy (eV): 0.186
Net charge: 0

---

2.
Computed, not measured: C19H16N2O5S in the gas phase in a non-equilibrium geometry, with wB97M-V/def2-TZVPD.

Each line ends with the Mulliken charge.
Cartesian coordinates (Å):
O 3.78 3.50 -5.29  -0.5683
C 3.39 2.67 -4.50  0.5312
O 3.75 2.68 -3.21  -0.4132
C 2.48 1.51 -4.85  -0.5936
N 2.25 0.62 -3.75  -0.2177
C 1.01 0.48 -3.20  0.4174
O 0.02 0.99 -3.70  -0.6733
C 0.96 -0.37 -1.99  0.5163
C 1.97 -0.36 -1.03  -0.7990
C 1.85 -1.13 0.12  -1.0544
C 0.74 -1.94 0.31  0.4317
N 0.61 -2.71 1.45  -0.2716
S -0.89 -2.94 2.20  1.2130
O -1.69 -3.82 1.41  -0.6451
O -0.56 -3.31 3.54  -0.7198
C -1.58 -1.29 2.16  0.3438
C -2.68 -1.02 1.33  -0.4748
C -3.16 0.26 1.25  -0.9331
C -2.56 1.30 1.99  0.9076
C -3.03 2.63 1.93  -0.7794
C -2.44 3.62 2.66  -0.5292
C -1.35 3.33 3.50  -0.5215
C -0.87 2.05 3.59  -0.8127
C -1.46 1.01 2.84  0.7231
C -0.98 -0.32 2.90  -0.7380
C -0.27 -1.96 -0.66  -0.1012
C -0.16 -1.17 -1.78  -0.6786
H 4.31 3.45 -3.02  0.3485
H 1.51 1.91 -5.15  0.3298
H 2.91 0.99 -5.72  0.3459
H 3.05 0.21 -3.30  0.2573
H 2.83 0.28 -1.14  0.3941
H 2.63 -1.10 0.87  0.3280
H 1.36 -2.64 2.13  0.2930
H -3.13 -1.83 0.79  0.4742
H -4.00 0.49 0.62  0.4183
H -3.87 2.85 1.28  0.3982
H -2.81 4.63 2.61  0.3942
H -0.90 4.12 4.08  0.3887
H -0.03 1.82 4.23  0.3989
H -0.15 -0.57 3.54  0.4466
H -1.11 -2.61 -0.51  0.7657
H -0.94 -1.17 -2.52  0.4588

Calculated values
SMILES: O=C(O)CNC(=O)c1ccc(NS(=O)(=O)c2ccc3ccccc3c2)cc1
Largest force on an atom (eV/Å): 1.03
HOMO energy (eV): -8.806
ΔE to the lowest compared entry with this formula, charge and spin (eV): 0.000
Frontier orbital gap (hartree): 0.3163
Lowest unoccupied orbital energy (eV): -0.199
Net charge: 0

---

3.
Computed, not measured: a molecular structure, C19H24N5O2PSSe2Tl, with wB97M-V/def2-TZVPD.

Each line ends with the Mulliken charge.
Cartesian coordinates (Å):
Tl 0.74 0.54 -0.14  0.9805
Se 0.63 -0.52 2.28  -0.3444
P 2.88 -0.51 2.34  -0.1580
Se 2.64 1.63 -1.26  -0.7808
C 3.27 1.11 3.13  0.8176
C 2.71 1.61 4.31  -0.2218
C 3.08 2.86 4.78  -0.7283
C 3.99 3.64 4.08  -0.3383
C 4.53 3.16 2.90  -0.5846
C 4.17 1.90 2.43  -0.3409
C 3.17 -1.72 3.71  0.5404
C 2.46 -1.79 4.91  -0.0589
C 2.75 -2.76 5.85  -0.7377
C 3.75 -3.69 5.61  -0.3823
C 4.46 -3.65 4.42  -0.4788
C 4.17 -2.67 3.48  -0.5267
H 1.97 1.04 4.84  0.1252
H 2.63 3.24 5.69  0.3553
H 4.26 4.62 4.44  0.3623
H 5.22 3.77 2.32  0.3637
H 4.57 1.54 1.48  0.3084
H 1.65 -1.10 5.09  0.2223
H 2.19 -2.80 6.77  0.3598
H 3.98 -4.46 6.35  0.3544
H 5.23 -4.38 4.22  0.3640
H 4.72 -2.64 2.54  0.3417
N -0.24 0.42 -2.60  -0.4038
C -0.30 -0.96 -3.03  0.2126
C -0.93 -1.21 -4.42  -0.9068
C -2.19 -0.42 -4.78  -0.4062
C -3.51 -1.04 -4.31  -1.1859
N -3.62 -1.23 -2.87  -0.1336
C -3.82 -0.24 -2.00  0.6581
N -4.33 0.93 -2.39  -0.1535
N -3.57 -0.44 -0.70  -0.3759
C -0.91 -1.83 -1.89  0.1047
O -1.57 -2.85 -2.20  -0.8471
O -0.72 -1.42 -0.72  -0.4793
H -1.12 0.91 -2.62  0.0256
H 0.49 0.97 -3.04  0.2838
H 0.74 -1.30 -3.08  0.3722
H -1.13 -2.28 -4.50  0.2849
H -0.17 -0.97 -5.16  0.5048
H -2.25 -0.35 -5.87  0.3983
H -2.12 0.61 -4.42  0.1970
H -3.62 -2.03 -4.75  0.4277
H -4.37 -0.46 -4.67  0.3807
H -3.08 -2.03 -2.52  0.4162
H -4.56 1.09 -3.35  0.1970
H -4.33 1.72 -1.74  -0.0347
H -2.81 -1.09 -0.46  0.3031
H -3.66 0.36 -0.09  0.1863
S -3.73 3.22 -0.01  -0.5209
C -2.26 2.47 0.05  0.2615
N -1.25 1.91 0.07  -0.5808

Calculated values
Largest force on an atom (eV/Å): 0.34
HOMO energy (eV): -4.179
ΔE to the lowest compared entry with this formula, charge and spin (eV): 1.794
Frontier orbital gap (hartree): 0.2341
Lowest unoccupied orbital energy (eV): 2.191
Net charge: -1

---

4.
Computed, not measured: 2 unconnected molecules or ions with the total composition C3H5NO in a non-equilibrium geometry, with wB97M-V/def2-TZVPD.

Each line ends with the Mulliken charge.
Cartesian coordinates (Å):
C 1.05 0.67 0.60  -0.9430
C 1.69 1.46 -0.17  0.6385
N 2.23 2.41 -0.75  -0.4402
H 1.00 0.69 1.63  0.2954
H 0.27 0.10 0.08  0.2217
H 3.07 2.71 -1.30  0.2758
C -2.26 -1.99 -0.06  -0.0152
O -1.27 -1.31 0.08  -0.4145
H -2.95 -2.27 -0.91  0.2098
H -2.82 -2.46 0.79  0.1715

Calculated values
SMILES: C=C=N.C=O
Largest force on an atom (eV/Å): 5.27
HOMO energy (eV): -8.235
ΔE to the lowest compared entry with this formula, charge and spin (eV): 3.310
Frontier orbital gap (hartree): 0.3208
Lowest unoccupied orbital energy (eV): 0.496
Net charge: 0

---

5.
Computed, not measured: a molecular structure, C16H24NO2V in a non-equilibrium geometry, with wB97M-V/def2-TZVPD.

Each line ends with the Mulliken charge.
Cartesian coordinates (Å):
C -0.32 0.37 -4.00  1.3171
C 0.26 1.71 -3.86  -1.3135
C 0.52 -0.75 -4.42  -1.1747
C -1.78 0.21 -3.90  -1.3178
H 0.60 -0.82 -5.52  0.3775
H 0.11 -1.72 -4.09  0.3315
H 1.55 -0.66 -4.04  0.3253
H 0.27 2.27 -4.81  0.3771
H 1.31 1.67 -3.52  0.3457
H -0.31 2.32 -3.14  0.3740
H -2.28 0.37 -4.87  0.3945
H -2.21 0.94 -3.20  0.3745
H -2.06 -0.80 -3.56  0.3490
C 2.30 -0.53 1.69  -0.3590
C 2.33 -1.32 0.49  -0.8266
C 2.02 -0.45 -0.62  -0.1768
H 2.61 -2.37 0.42  0.4922
C 1.79 0.87 -0.09  -0.3254
C 1.98 0.81 1.33  -0.6223
H 2.00 1.67 2.00  0.4141
H 2.50 -0.91 2.69  0.3566
H 2.04 -0.73 -1.67  0.4078
H 1.57 1.75 -0.69  0.3994
C -1.90 -1.34 1.13  -0.9393
C -0.97 -2.36 1.50  -0.2832
C -0.23 -2.74 0.33  -0.9539
H -0.82 -2.79 2.49  0.3530
C -0.73 -1.95 -0.77  -0.0043
C -1.76 -1.09 -0.27  -0.1760
H -2.36 -0.41 -0.87  0.3878
H -2.63 -0.88 1.79  0.4732
H 0.52 -3.52 0.27  0.5146
H -0.43 -2.06 -1.81  0.3381
V 0.26 -0.61 0.72  0.6362
N -0.26 2.59 4.56  -0.2643
C -1.05 1.32 4.72  -0.7694
C -0.58 0.48 3.55  0.9007
O -0.20 -0.70 3.74  -0.6029
O -0.57 1.16 2.46  -0.7904
H 0.74 2.36 4.68  0.3415
H -0.50 3.29 5.26  0.3502
H -0.40 2.96 3.61  0.3295
H -0.82 0.83 5.66  0.3520
H -2.11 1.56 4.62  0.2866

Calculated values
Expectation value of S²: 0.817
Largest force on an atom (eV/Å): 2.01
HOMO energy (alpha / beta) (eV): -8.321 / -8.121
Spin multiplicity: 2
Frontier orbital gap (alpha / beta) (hartree): 0.1064 / 0.1090
Lowest unoccupied orbital energy (alpha / beta) (eV): -5.426 / -5.155
Net charge: +1

---

6.
Computed, not measured: C4H6N2O2 in the gas phase in a non-equilibrium geometry, with wB97M-V/def2-TZVPD.

Each line ends with the Mulliken charge.
Cartesian coordinates (Å):
O -2.60 -0.24 -0.38  -0.5021
C -1.58 0.17 0.43  -0.2677
C -0.35 0.70 -0.25  0.1303
N 0.87 1.43 0.15  -0.3065
N 1.95 0.55 -0.10  -0.4316
C 1.79 -0.73 -0.15  -0.0174
O 0.62 -1.45 -0.09  -0.3931
C -0.25 -0.52 0.55  -0.0465
H -2.85 0.56 -0.89  0.3329
H -1.98 0.56 1.39  0.3441
H -0.44 0.38 -1.31  0.1678
H 1.06 2.26 -0.41  0.2863
H 2.61 -1.35 -0.40  0.4338
H 0.01 -0.37 1.58  0.2698

Calculated values
SMILES: O[C@@H]1[C@H]2NN=CO[C@H]12
Largest force on an atom (eV/Å): 2.10
HOMO energy (eV): -8.858
ΔE to the lowest compared entry with this formula, charge and spin (eV): 5.169
Frontier orbital gap (hartree): 0.3500
Lowest unoccupied orbital energy (eV): 0.666
Net charge: 0

---

Q: Which of these has the highest largest force on an atom?
A: C3H5NO